Computed, not measured: one molecule with the formula C6H9N at a distorted geometry, with ωB97M-V/def2-TZVPD.

Computed properties:
frontier orbital gap: 8.7 eV
E_HOMO: -8.88 eV

Each atom is followed by the atoms it is bonded to, with distances in Å.
Cartesian coordinates (Å):
1 C 0.423 1.705 -0.186  C2 1.526, H8 1.096, H9 1.095, H10 1.094
2 C -0.317 0.965 0.925  C1 1.526, C5 1.573, H11 1.095, H12 1.098
3 C -1.165 -1.064 0.098  C4 1.472, C5 1.499
4 C -0.740 -1.370 -1.278  C3 1.472, H13 1.108, H14 1.095, H15 1.099
5 C -0.061 -0.586 0.992  C2 1.573, C3 1.499, C6 1.474, H16 1.094
6 C 1.322 -0.953 0.640  C5 1.474, N7 1.160
7 N 2.387 -1.290 0.325  C6 1.160
8 H 0.195 1.304 -1.180  C1 1.096
9 H 0.128 2.759 -0.180  C1 1.095
10 H 1.507 1.656 -0.042  C1 1.094
11 H -0.060 1.385 1.902  C2 1.095
12 H -1.403 1.077 0.803  C2 1.098
13 H -0.705 -2.475 -1.208  C4 1.108
14 H -1.519 -1.156 -2.015  C4 1.095
15 H 0.257 -1.054 -1.618  C4 1.099
16 H -0.251 -0.902 2.023  C5 1.094

Computed, not measured: an isolated ion of composition C6H9N and charge +1 at a distorted geometry, with ωB97M-V/def2-TZVPD.

Computed properties:
net charge: +1
expectation value of S²: 0.76
multiplicity: 2
frontier orbital gap (alpha / beta): 10.8 / 7.5 eV
E_HOMO (alpha / beta): -14.17 / -14.57 eV

Each atom is followed by the atoms it is bonded to, with distances in Å.
Cartesian coordinates (Å):
1 C -2.401 0.726 -0.512  C2 1.472, H8 1.082, H9 1.101, H10 1.093
2 C -1.032 0.186 -0.492  C1 1.472, C3 1.432, C6 1.412
3 C -0.604 -1.154 -0.762  C2 1.432, N4 1.314, H11 1.080
4 N 0.533 -1.363 -0.139  C3 1.314, C5 1.394, H12 1.010
5 C 1.024 -0.186 0.426  N4 1.394, C6 1.430, C7 1.484
6 C 0.090 0.835 0.067  C2 1.412, C5 1.430, H13 1.079
7 C 2.418 0.061 0.868  C5 1.484, H14 1.087, H15 1.097, H16 1.089
8 H -2.737 1.228 -1.410  C1 1.082
9 H -3.204 -0.006 -0.330  C1 1.101
10 H -2.537 1.376 0.356  C1 1.093
11 H -1.198 -1.896 -1.275  C3 1.080
12 H 1.160 -2.152 -0.195  N4 1.010
13 H 0.073 1.776 0.595  C6 1.079
14 H 3.084 -0.764 0.628  C7 1.087
15 H 2.819 0.900 0.287  C7 1.097
16 H 2.512 0.434 1.887  C7 1.089

Computed, not measured: a 2-piece molecular cluster, C6H9N2O2 overall at a distorted geometry, with ωB97M-V/def2-TZVPD.

Computed properties:
net charge: -1
frontier orbital gap: 8.2 eV
E_HOMO: -4.44 eV

Each atom is followed by the atoms it is bonded to, with distances in Å.
Cartesian coordinates (Å):
1 C -1.525 0.816 2.898  C2 1.400, H8 1.159, H9 1.082, H12 1.106
2 C -1.241 1.058 1.549  C1 1.400, C4 1.352, N5 1.333
3 C -1.737 1.166 -0.544  N5 1.371, N6 1.456, H7 1.065
4 C -0.089 1.266 0.872  C2 1.352, N6 1.361, H11 1.115
5 N -2.278 1.059 0.711  C2 1.333, C3 1.371
6 N -0.298 1.377 -0.468  C3 1.456, C4 1.361, H10 1.137
7 H -2.231 1.145 -1.487  C3 1.065
8 H -1.515 -0.297 3.221  C1 1.159
9 H -2.544 1.144 3.055  C1 1.082
10 H 0.333 1.098 -1.371  N6 1.137
11 H 0.885 1.054 1.371  C4 1.115
12 H -0.942 1.204 3.755  C1 1.106
13 C 2.149 -2.255 -1.641  C14 1.543, H17 1.076, H18 1.137, H19 1.050
14 C 1.529 -1.059 -2.392  C13 1.543, O15 1.274, O16 1.198
15 O 1.199 -0.307 -1.417  C14 1.274
16 O 1.275 -0.970 -3.559  C14 1.198
17 H 2.145 -3.161 -2.220  C13 1.076
18 H 1.711 -2.293 -0.593  C13 1.137
19 H 3.174 -2.044 -1.742  C13 1.050

Computed, not measured: a 2-piece molecular cluster, C6H9N2O2 overall at a distorted geometry, with ωB97M-V/def2-TZVPD.

Computed properties:
net charge: -1
frontier orbital gap: 7.4 eV
E_HOMO: -3.65 eV

Each atom is followed by the atoms it is bonded to, with distances in Å.
Cartesian coordinates (Å):
1 C -2.376 -0.221 2.360  C3 1.496, H10 1.098, H11 1.095, H12 1.092
2 C -0.614 1.274 -0.330  N5 1.335, N6 1.341, H7 1.085
3 C -1.385 0.446 1.459  C1 1.496, C4 1.377, N5 1.374
4 C -0.054 0.755 1.628  C3 1.377, N6 1.363, H9 1.084
5 N -1.749 0.788 0.178  C2 1.335, C3 1.374
6 N 0.471 1.212 0.456  C2 1.341, C4 1.363
7 H -0.634 1.773 -1.294  C2 1.085
8 H 1.151 1.079 -1.601  O15 0.977
9 H 0.575 0.545 2.486  C4 1.084
10 H -1.822 -0.448 3.281  C1 1.098
11 H -2.664 -1.182 1.921  C1 1.095
12 H -3.311 0.292 2.594  C1 1.092
13 C 1.922 -1.269 -1.351  C14 1.506, H17 1.091, H18 1.090, H19 1.083
14 C 1.639 -0.494 -2.612  C13 1.506, O15 1.345, O16 1.204
15 O 1.604 0.838 -2.433  H8 0.977, C14 1.345
16 O 1.305 -0.996 -3.653  C14 1.204
17 H 1.037 -1.181 -0.718  C13 1.091
18 H 2.785 -0.905 -0.793  C13 1.090
19 H 2.121 -2.309 -1.578  C13 1.083

Computed, not measured: a 2-piece molecular cluster, C6H9N2O2 overall at a distorted geometry, with ωB97M-V/def2-TZVPD.

Computed properties:
net charge: -1
frontier orbital gap: 8.7 eV
E_HOMO: -4.89 eV

Each atom is followed by the atoms it is bonded to, with distances in Å.
Cartesian coordinates (Å):
1 C 2.567 -2.515 1.389  C2 1.496, H5 1.104, H6 1.083, H7 1.082
2 C 2.103 -1.630 0.275  C1 1.496, O3 1.278, O4 1.244
3 O 0.924 -1.905 -0.133  C2 1.278
4 O 2.912 -0.865 -0.279  C2 1.244
5 H 1.946 -2.343 2.285  C1 1.104
6 H 3.632 -2.422 1.566  C1 1.083
7 H 2.353 -3.560 1.204  C1 1.082
8 C -1.712 3.441 -0.286  C11 1.542, H17 1.122, H18 1.112, H19 1.088
9 C -1.972 -0.122 0.233  N12 1.348, N13 1.337, H15 1.091
10 C -0.653 1.164 -0.986  C11 1.371, N12 1.383, H16 1.080
11 C -1.591 1.904 -0.314  C8 1.542, C10 1.371, N13 1.388
12 N -0.956 -0.144 -0.654  C9 1.348, C10 1.383, H14 1.099
13 N -2.438 1.113 0.450  C9 1.337, C11 1.388
14 H -0.175 -0.877 -0.407  N12 1.099
15 H -2.411 -1.090 0.480  C9 1.091
16 H 0.222 1.383 -1.579  C10 1.080
17 H -0.838 3.882 0.263  C8 1.122
18 H -2.681 3.709 0.189  C8 1.112
19 H -1.825 3.819 -1.299  C8 1.088

Computed, not measured: a 2-piece molecular cluster, C6H9N2O2 overall at a distorted geometry, with ωB97M-V/def2-TZVPD.

Computed properties:
net charge: -1
frontier orbital gap: 8.6 eV
E_HOMO: -4.74 eV

Each atom is followed by the atoms it is bonded to, with distances in Å.
Cartesian coordinates (Å):
1 C 3.508 -0.532 -1.565  C4 1.499, H10 1.088, H11 1.088, H12 1.098
2 C 0.239 0.768 -2.123  N5 1.371, N6 1.328, H8 1.078
3 C 1.286 -0.006 -0.389  C4 1.367, N5 1.365, H9 1.077
4 C 2.098 -0.031 -1.489  C1 1.499, C3 1.367, N6 1.364
5 N 0.106 0.560 -0.775  C2 1.371, C3 1.365, H7 1.059
6 N 1.432 0.419 -2.592  C2 1.328, C4 1.364
7 H -0.861 0.444 -0.358  N5 1.059
8 H -0.486 1.316 -2.702  C2 1.078
9 H 1.387 -0.519 0.553  C3 1.077
10 H 3.776 -0.698 -2.607  C1 1.088
11 H 3.685 -1.435 -0.985  C1 1.088
12 H 4.160 0.291 -1.243  C1 1.098
13 C -3.517 -0.070 2.551  C14 1.519, H17 1.100, H18 1.092, H19 1.084
14 C -2.120 -0.042 1.954  C13 1.519, O15 1.268, O16 1.250
15 O -1.978 0.506 0.819  C14 1.268
16 O -1.216 -0.584 2.627  C14 1.250
17 H -3.469 -0.006 3.648  C13 1.100
18 H -3.894 -1.094 2.545  C13 1.092
19 H -4.140 0.712 2.131  C13 1.084

Computed, not measured: a 2-piece molecular cluster, C6H9N2O2 overall at a distorted geometry, with ωB97M-V/def2-TZVPD.

Computed properties:
net charge: -2
expectation value of S²: 0.75
multiplicity: 2
frontier orbital gap (alpha / beta): 1.9 / 7.2 eV
E_HOMO (alpha / beta): 4.07 / -1.21 eV

Each atom is followed by the atoms it is bonded to, with distances in Å.
Cartesian coordinates (Å):
1 C 0.020 -2.024 3.481  C4 1.491, H10 1.106, H11 1.094, H12 1.100
2 C -0.775 0.242 0.800  N5 1.361, N6 1.308, H8 1.066
3 C 0.066 -1.839 0.932  C4 1.397, N5 1.438, H9 1.062
4 C -0.373 -1.401 2.183  C1 1.491, C3 1.397, N6 1.364
5 N -0.176 -0.725 0.054  C2 1.361, C3 1.438, H7 1.028
6 N -0.846 -0.129 2.052  C2 1.308, C4 1.364
7 H 0.350 -0.620 -0.823  N5 1.028
8 H -1.111 1.236 0.605  C2 1.066
9 H 0.197 -2.831 0.577  C3 1.062
10 H -0.543 -1.603 4.335  C1 1.106
11 H 1.112 -1.981 3.523  C1 1.094
12 H -0.292 -3.078 3.511  C1 1.100
13 C 0.641 2.006 -3.499  C14 1.552, H17 1.102, H18 1.096, H19 1.074
14 C 0.432 1.478 -2.054  C13 1.552, O15 1.240, O16 1.282
15 O -0.570 1.735 -1.370  C14 1.240
16 O 1.251 0.516 -1.836  C14 1.282
17 H 1.068 3.021 -3.438  C13 1.102
18 H -0.287 2.029 -4.081  C13 1.096
19 H 1.326 1.260 -3.855  C13 1.074

Computed, not measured: a 2-piece molecular cluster, C6H9N2O2P overall at a distorted geometry, with ωB97M-V/def2-TZVPD.

Computed properties:
frontier orbital gap (alpha / beta): 7.0 / 8.3 eV
E_HOMO (alpha / beta): -8.34 / -8.14 eV

Each atom is followed by the atoms it is bonded to, with distances in Å.
Cartesian coordinates (Å):
1 C 3.145 -0.907 -0.428  C2 1.395, C3 1.402, H12 1.032
2 C 3.977 0.139 -0.028  C1 1.395, C4 1.395, H13 1.027
3 C 1.773 -0.669 -0.588  C1 1.402, C5 1.404, H14 1.016
4 C 3.457 1.407 0.231  C2 1.395, N7 1.345, H15 1.049
5 C 1.377 0.606 -0.156  C3 1.404, N7 1.264
6 C -3.398 -0.544 -0.683  N8 1.425, P11 2.004, H16 1.075, H17 1.122
7 N 2.122 1.567 0.192  C4 1.345, C5 1.264
8 N -3.073 -1.595 0.223  C6 1.425, H18 0.973, H19 1.075
9 O -2.370 0.716 1.579  P11 1.658, H20 0.953
10 O -3.115 2.167 -0.322  P11 1.468
11 P -2.276 0.992 -0.054  C6 2.004, O9 1.658, O10 1.468
12 H 3.573 -1.806 -0.698  C1 1.032
13 H 4.972 -0.084 0.096  C2 1.027
14 H 1.093 -1.424 -0.568  C3 1.016
15 H 4.064 2.251 0.376  C4 1.049
16 H -4.403 -0.177 -0.574  C6 1.075
17 H -2.888 -0.603 -1.681  C6 1.122
18 H -2.965 -1.126 1.068  N8 0.973
19 H -2.297 -2.193 -0.220  N8 1.075
20 H -2.768 1.282 2.234  O9 0.953

Computed, not measured: a 2-piece molecular cluster, C6H9N2O4 overall at a distorted geometry, with ωB97M-V/def2-TZVPD.

Computed properties:
net charge: +1
frontier orbital gap: 8.3 eV
E_HOMO: -15.31 eV

Each atom is followed by the atoms it is bonded to, with distances in Å.
Cartesian coordinates (Å):
1 C 0.486 -0.819 0.010  C2 1.510, N7 1.194
2 C 1.762 -0.039 0.214  C1 1.510, C3 1.488, O9 1.192
3 C 2.906 -0.903 0.613  C2 1.488, H13 1.089, H14 1.091, H15 1.089
4 C -1.136 0.780 -1.567  C6 1.477, H16 1.090, H17 1.089, H18 1.096
5 C -0.913 1.534 0.860  C6 1.463, H19 1.095, H20 1.094, H21 1.089
6 C -1.163 0.478 -0.121  C4 1.477, C5 1.463, N8 1.504
7 N 0.282 -1.981 -0.171  C1 1.194, O10 1.150
8 N -2.283 -0.457 0.241  C6 1.504, O11 1.193, O12 1.196
9 O 1.799 1.141 0.047  C2 1.192
10 O 0.074 -3.093 -0.376  N7 1.150
11 O -2.159 -1.633 0.080  N8 1.193
12 O -3.238 0.161 0.610  N8 1.196
13 H 2.646 -1.578 1.427  C3 1.089
14 H 3.226 -1.511 -0.235  C3 1.091
15 H 3.734 -0.263 0.912  C3 1.089
16 H -0.273 1.394 -1.825  C4 1.090
17 H -1.164 -0.115 -2.187  C4 1.089
18 H -2.027 1.367 -1.818  C4 1.096
19 H -1.579 2.379 0.659  C5 1.095
20 H 0.092 1.950 0.742  C5 1.094
21 H -1.071 1.209 1.887  C5 1.089

Computed, not measured: a 2-piece molecular cluster, C6H9N2O8S overall at a distorted geometry, with ωB97M-V/def2-TZVPD.

Computed properties:
net charge: -1
frontier orbital gap: 4.5 eV
E_HOMO: -3.66 eV

Each atom is followed by the atoms it is bonded to, with distances in Å.
Cartesian coordinates (Å):
1 C 1.509 -1.161 1.003  N2 1.456, H14 1.076, H15 1.083, H16 1.088
2 N 1.560 -0.309 -0.176  C1 1.456, C3 1.447, C4 1.423
3 C 2.264 -0.898 -1.295  N2 1.447, H17 1.085, H18 1.079, H19 1.083
4 C 0.349 0.371 -0.488  N2 1.423, O5 1.202, C6 1.536
5 O 0.089 1.428 0.020  C4 1.202
6 C -0.735 -0.145 -1.446  C4 1.536, O7 1.444, H20 1.082, H21 1.079
7 O -0.473 -1.393 -2.122  C6 1.444, S8 1.625
8 S -1.230 -2.774 -1.720  O7 1.625, O9 1.427, O10 1.676
9 O -0.179 -3.645 -1.303  S8 1.427
10 O -2.166 -2.512 -0.355  S8 1.676, O11 1.455
11 O -1.387 -2.412 0.869  O10 1.455, C12 1.288
12 C -2.006 -1.549 1.599  O11 1.288, N13 1.162
13 N -2.462 -0.683 2.224  C12 1.162
14 H 0.720 -0.847 1.663  C1 1.076
15 H 2.424 -1.017 1.566  C1 1.083
16 H 1.419 -2.212 0.739  C1 1.088
17 H 1.803 -1.795 -1.694  C3 1.085
18 H 2.423 -0.184 -2.089  C3 1.079
19 H 3.250 -1.194 -0.958  C3 1.083
20 H -1.683 -0.095 -0.926  C6 1.082
21 H -0.793 0.603 -2.221  C6 1.079
22 C -1.079 4.895 1.473  O23 1.261, O24 1.420, O25 1.234
23 O -0.534 5.111 0.357  C22 1.261
24 O -0.944 3.549 1.906  C22 1.420, H26 0.969
25 O -1.699 5.655 2.223  C22 1.234
26 H -0.438 3.215 1.150  O24 0.969

Computed, not measured: one molecule with the formula C6H9N2P at a distorted geometry, with ωB97M-V/def2-TZVPD.

Computed properties:
frontier orbital gap: 9.3 eV
E_HOMO: -8.46 eV
SMILES: Cn1npc2c1CCC2

Each atom is followed by the atoms it is bonded to, with distances in Å.
Cartesian coordinates (Å):
1 C -0.917 2.484 0.000  N2 1.423, H10 1.062, H11 1.090, H12 1.163
2 N -1.219 1.097 -0.102  C1 1.423, N3 1.289, C6 1.348
3 N -2.448 0.718 -0.029  N2 1.289, P4 1.628
4 P -2.629 -0.899 0.036  N3 1.628, C5 1.841
5 C -0.800 -1.104 0.019  P4 1.841, C6 1.361, C9 1.455
6 C -0.265 0.145 -0.048  N2 1.348, C5 1.361, C7 1.513
7 C 1.230 0.076 0.168  C6 1.513, C8 1.497, H13 1.191, H14 1.164
8 C 1.487 -1.299 -0.367  C7 1.497, C9 1.541, H15 1.070, H16 1.150
9 C 0.251 -2.109 0.071  C5 1.455, C8 1.541, H17 1.100, H18 1.088
10 H -0.067 2.650 -0.616  C1 1.062
11 H -1.846 3.026 -0.179  C1 1.090
12 H -0.494 2.683 1.064  C1 1.163
13 H 1.788 0.920 -0.461  C7 1.191
14 H 1.435 0.152 1.311  C7 1.164
15 H 1.682 -1.249 -1.418  C8 1.070
16 H 2.446 -1.773 0.056  C8 1.150
17 H 0.306 -2.557 1.074  C9 1.100
18 H 0.060 -2.961 -0.579  C9 1.088

Computed, not measured: one molecule with the formula C6H9N2P at a distorted geometry, with ωB97M-V/def2-TZVPD.

Computed properties:
frontier orbital gap (alpha / beta): 6.8 / 6.9 eV
E_HOMO (alpha / beta): -7.23 / -7.43 eV

Each atom is followed by the atoms it is bonded to, with distances in Å.
Cartesian coordinates (Å):
1 C -1.348 -2.185 0.094  C3 1.503, N7 1.237, H10 1.193
2 C 0.810 -1.548 0.143  N7 1.333, N8 1.308
3 C -1.833 -0.765 0.174  C1 1.503, C4 1.510, H11 1.098, H12 1.166
4 C -0.922 -0.014 -0.767  C3 1.510, N8 1.516, H13 1.031, H14 1.113
5 C 1.409 0.744 -0.221  C6 1.585, N8 1.447, H15 1.090, H16 1.061
6 C 2.646 0.335 0.682  C5 1.585, P9 1.870, H17 1.039, H18 1.152
7 N -0.147 -2.466 0.005  C1 1.237, C2 1.333
8 N 0.470 -0.355 -0.272  C2 1.308, C4 1.516, C5 1.447
9 P 3.917 -0.736 -0.174  C6 1.870
10 H -2.114 -3.092 0.205  C1 1.193
11 H -2.915 -0.692 -0.002  C3 1.098
12 H -1.682 -0.304 1.234  C3 1.166
13 H -0.949 -0.274 -1.764  C4 1.031
14 H -1.072 1.085 -0.676  C4 1.113
15 H 1.102 1.418 0.579  C5 1.090
16 H 1.569 1.280 -1.122  C5 1.061
17 H 3.031 1.270 0.924  C6 1.039
18 H 2.330 -0.162 1.672  C6 1.152

What is the formula in the sixth record? C6H9N2O2